15
Properties=species:S:1:pos:R:3:forces:R:3:lowdin_charge:R:1 method="wB97M-V/def2-TZVPD" lumo_energy_ev="3.35 / -0.22" spin_multiplicity=3 orbital_gap_ha="0.219 / 0.230" energy_ha=-778.398997 total_charge=-1
C -1.3413 0.8978 -0.9843 1.10 -0.27 1.95 -0.391
C -0.3934 0.9726 0.0622 -0.35 -4.29 -2.34 -0.221
C 0.5156 -0.0396 0.5261 0.12 -1.01 -1.14 -0.226
N -1.7128 -0.2364 -1.5813 -0.86 -1.40 -2.22 0.053
N -2.0069 1.9313 -1.4841 -1.37 2.37 -1.57 0.042
N -2.5472 0.1609 -2.5377 0.95 -3.24 0.97 -0.076
N -2.7197 1.4457 -2.4899 0.66 2.64 1.46 -0.074
N -0.2619 2.0355 0.8437 -0.80 3.77 0.97 0.090
N 0.8522 -1.3519 -0.0196 -3.04 3.94 -1.57 0.174
N 1.2059 0.5211 1.4749 2.69 -2.97 1.20 -0.011
N 1.5546 -2.1637 0.5376 0.88 0.91 1.80 -0.395
O 2.0997 -1.8255 1.8109 1.09 -1.75 0.68 0.005
O 1.7921 -3.2667 0.0945 0.71 -0.30 0.89 0.026
O 0.7727 1.7690 1.6787 -0.65 2.08 0.56 -0.087
H 2.1904 -0.8502 2.0683 -1.11 -0.48 -1.62 0.093